# 1
DFT (wB97M-V/def2-TZVPD) results for one molecule with the formula C5H8O.

Cartesian coordinates (Å):
C -1.726 -0.947 0.211
C 0.126 0.773 -0.161
C -0.105 2.126 -0.076
C 1.423 0.088 0.135
C 1.664 -1.094 -0.246
H -1.100 -1.370 1.172
H -2.487 -0.311 0.700
H -2.115 -1.808 -0.631
H -1.072 2.428 -0.495
H 0.769 2.809 0.309
H 2.180 0.725 0.549
H 0.878 -1.646 -0.745
H 2.443 -1.801 -0.129
O -0.879 0.028 -0.594

Values from the calculation:
- Charge: 0
- 2S+1: 1
- SMILES: C=CC(=C)OC
- Strongest force on any atom: 4.989 eV/A

Results of the Mulliken charge analysis, in e, for atoms 1 through 8: -0.57 0.80 -0.77 -0.31 -0.69 0.25 0.31 0.21



# 2
DFT (wB97M-V/def2-TZVPD) results for C5H8O as an isolated structure.

Cartesian coordinates (Å):
C 0.778 0.287 1.493
C 0.319 -1.118 1.145
C 0.214 -0.013 0.153
C -1.020 0.515 -0.555
C -0.170 0.293 -1.816
O 1.000 -0.001 -1.031
H 1.850 0.455 1.553
H 0.180 0.874 2.186
H -0.592 -1.501 1.599
H 1.094 -1.859 0.968
H -1.238 1.566 -0.346
H -1.928 -0.085 -0.461
H -0.473 -0.572 -2.419
H -0.015 1.159 -2.468

Values from the calculation:
- Charge: 0
- 2S+1: 1
- Strongest force on any atom: 0.386 eV/A

Results of the Mulliken charge analysis, in e, for atoms 1 through 8: -0.65 -0.84 0.82 -0.43 -0.36 -0.47 0.24 0.24



# 3
DFT (wB97M-V/def2-TZVPD) results for one molecule with the formula C5H8O.

Cartesian coordinates (Å):
C 2.849 -0.121 0.177
C 1.412 0.012 -0.061
C 0.222 0.137 -0.218
C -1.222 0.423 -0.313
C -2.083 -0.823 -0.161
O -1.615 1.320 0.716
H 3.186 -1.151 0.031
H 3.083 0.167 1.207
H 3.425 0.525 -0.494
H -1.421 0.875 -1.298
H -1.856 -1.318 0.787
H -3.137 -0.530 -0.159
H -1.906 -1.523 -0.983
H -0.938 2.007 0.771

Values from the calculation:
- Charge: 0
- 2S+1: 1
- SMILES: CC#C[C@@H](C)O
- Strongest force on any atom: 0.505 eV/A

Results of the Mulliken charge analysis, in e, for atoms 1 through 8: -1.25 0.88 -0.51 0.26 -1.20 -0.54 0.30 0.28



# 4
DFT (wB97M-V/def2-TZVPD) results for one molecule with the formula C5H8O.

Cartesian coordinates (Å):
C 1.564 0.082 -0.423
C 0.600 0.236 0.732
C -0.754 0.853 0.422
C -1.458 -0.216 -0.444
O -0.498 -1.210 -0.797
C 0.661 -1.046 -0.030
H 1.330 0.593 -1.354
H 2.623 0.008 -0.194
H 0.997 0.314 1.739
H -0.657 1.807 -0.108
H -1.315 1.044 1.343
H -1.867 0.200 -1.371
H -2.282 -0.694 0.104
H 1.055 -1.972 0.381

Values from the calculation:
- Charge: 0
- 2S+1: 1
- SMILES: C1C[C@@H]2C[C@@H]2O1
- Strongest force on any atom: 0.309 eV/A

Results of the Mulliken charge analysis, in e, for atoms 1 through 8: -0.78 -0.10 -0.61 -0.38 -0.43 0.02 0.22 0.28



# 5
DFT (wB97M-V/def2-TZVPD) results for a 2-piece molecular cluster, C5H8O overall.

Cartesian coordinates (Å):
C -0.429 0.579 1.999
C -0.038 -0.038 -0.027
C 0.490 0.806 -1.189
C 1.315 -0.323 -0.679
C -1.133 -0.964 -0.319
O -2.014 -1.254 0.453
H 0.312 0.784 1.193
H -1.448 0.966 1.942
H -0.421 -0.366 2.545
H 0.002 0.696 -2.160
H 0.831 1.821 -0.992
H 2.225 -0.085 -0.132
H 1.404 -1.221 -1.294
H -1.097 -1.401 -1.341

Values from the calculation:
- Charge: 0
- 2S+1: 1
- Strongest force on any atom: 2.157 eV/A

Results of the Mulliken charge analysis, in e, for atoms 1 through 8: -0.75 0.64 -0.62 -0.60 -0.29 -0.47 0.27 0.24



# 6
DFT (wB97M-V/def2-TZVPD) results for a 2-piece molecular cluster, C5H8O overall.

Cartesian coordinates (Å):
O -2.126 -0.139 1.020
C -0.550 0.064 -0.903
C 0.324 1.159 -0.366
C 1.409 0.404 0.352
C 1.201 -0.916 0.206
C -0.010 -1.134 -0.600
H -1.607 0.484 1.542
H -1.449 0.257 -1.471
H -0.185 1.920 0.242
H 0.732 1.695 -1.235
H 2.235 0.874 0.869
H 1.828 -1.710 0.597
H -0.361 -2.093 -0.964
H -1.469 -0.804 0.749

Values from the calculation:
- Charge: 0
- 2S+1: 1
- SMILES: C1=CCC=C1.O
- Strongest force on any atom: 0.880 eV/A

Results of the Mulliken charge analysis, in e, for atoms 1 through 8: -0.66 -0.40 -0.45 -0.55 -0.25 -0.58 0.31 0.26



One value per record, in order, for Kohn-Sham gap: 9.5, 10.2, 10.5, 10.3, 9.2, 9.6 eV.
One value per record, in order, for relative energy (zero: lowest compared OMol25 entry of this formula, charge and spin): 82.3, 49.2, 43.2, 33.7, 122.1, 34.6 kcal per mole.
One value per record, in order, for HOMO: -0.31325, -0.33072, -0.35448, -0.33614, -0.31915, -0.31525 Ha.